# 1
{
  "formula": "C5H4N",
  "method": "ωB97M-V/def2-TZVPD",
  "species": ["C", "C", "C", "C", "C", "N", "H", "H", "H", "H"],
  "coordinates": [[-1.943, 2.029, -0.952], [-1.341, 1.327, -0.217], [2.516, -0.724, -0.185], [-0.697, 0.609, 0.908], [0.507, 0.143, 0.865], [1.551, -0.145, 0.160], [3.171, -1.390, -0.684], [-1.372, 0.507, 1.642], [-0.983, -1.280, -0.411], [-1.408, -1.075, -1.125]],
  "s2": 2.048,
  "orbital_gap_ev": [8.717, 7.266],
  "charge": 1,
  "multiplicity": 3,
  "e_tot_ha": -246.98354
}

# 2
{
  "formula": "C5H4N2",
  "method": "ωB97M-V/def2-TZVPD",
  "species": ["C", "C", "C", "C", "N", "N", "C", "H", "H", "H", "H"],
  "coordinates": [[2.877, -0.574, 0.534], [1.740, -0.245, 0.307], [0.385, 0.122, 0.040], [-0.729, -0.615, 0.400], [-1.823, -0.008, -0.089], [-1.433, 1.213, -0.630], [-0.053, 1.313, -0.619], [3.888, -0.860, 0.731], [-0.813, -1.523, 0.987], [-2.791, -0.286, -0.005], [-1.246, 1.464, -1.654]],
  "orbital_gap_ev": 9.359,
  "e_tot_ha": -302.24370
}

# 3
{
  "formula": "C5H4N2",
  "method": "ωB97M-V/def2-TZVPD",
  "species": ["C", "C", "C", "N", "C", "C", "N", "H", "H", "H", "H"],
  "coordinates": [[-2.103, 1.202, 0.503], [-0.997, 0.788, 0.285], [0.351, 0.334, 0.001], [0.925, -0.453, 1.093], [1.378, -1.311, 0.060], [0.215, -0.662, -1.245], [-0.133, -0.922, -2.328], [-3.073, 1.597, 0.702], [1.010, 1.152, -0.295], [0.152, -0.910, 1.576], [2.276, -0.813, -0.353]],
  "orbital_gap_ev": 8.154,
  "e_tot_ha": -302.17627
}

# 4
{
  "formula": "C5H4N2",
  "method": "ωB97M-V/def2-TZVPD",
  "species": ["C", "C", "C", "N", "C", "C", "N", "H", "H", "H", "H"],
  "coordinates": [[1.878, -0.795, -0.082], [0.735, -0.094, -0.055], [0.779, 1.326, -0.052], [0.805, 2.471, -0.035], [-0.588, -0.689, -0.012], [-1.690, 0.017, 0.021], [-2.700, 0.645, -0.170], [1.874, -1.871, -0.078], [2.834, -0.303, -0.109], [-0.651, -1.766, 0.024], [-3.276, 1.059, 0.547]],
  "orbital_gap_ev": 9.214,
  "e_tot_ha": -302.36375
}

# 5
{
  "formula": "C5H4N2",
  "method": "ωB97M-V/def2-TZVPD",
  "species": ["C", "C", "C", "C", "C", "N", "N", "H", "H", "H", "H"],
  "coordinates": [[3.137, 0.609, 0.191], [1.915, 0.505, 0.502], [0.587, 0.280, 0.358], [-0.031, -0.908, -0.316], [-1.481, -0.540, -0.304], [-1.682, 0.641, 0.154], [-0.440, 1.128, 0.535], [0.418, -0.762, -1.304], [0.255, -1.906, 0.021], [-2.319, -1.146, -0.630], [-0.360, 2.100, 0.793]],
  "orbital_gap_ev": [8.788, 8.789],
  "e_tot_ha": -302.26293
}

# 6
{
  "formula": "C5H4N2",
  "method": "ωB97M-V/def2-TZVPD",
  "species": ["C", "C", "C", "C", "N", "N", "C", "H", "H", "H", "H"],
  "coordinates": [[2.848, -0.723, 0.397], [1.634, -0.459, 0.402], [0.293, -0.074, 0.224], [-0.151, 1.181, -0.270], [-1.455, 1.185, -0.458], [-1.854, -0.038, -0.072], [-0.849, -0.838, 0.325], [2.895, -0.154, -0.570], [0.456, 2.043, -0.519], [-2.832, -0.268, -0.121], [-0.986, -1.853, 0.665]],
  "orbital_gap_ev": 9.915,
  "e_tot_ha": -302.29845
}

Copy entry 5 word for word.
{
  "formula": "C5H4N2",
  "method": "ωB97M-V/def2-TZVPD",
  "species": ["C", "C", "C", "C", "C", "N", "N", "H", "H", "H", "H"],
  "coordinates": [[3.137, 0.609, 0.191], [1.915, 0.505, 0.502], [0.587, 0.280, 0.358], [-0.031, -0.908, -0.316], [-1.481, -0.540, -0.304], [-1.682, 0.641, 0.154], [-0.440, 1.128, 0.535], [0.418, -0.762, -1.304], [0.255, -1.906, 0.021], [-2.319, -1.146, -0.630], [-0.360, 2.100, 0.793]],
  "orbital_gap_ev": [8.788, 8.789],
  "e_tot_ha": -302.26293
}